Here is the molecule C10H8O2 in a non-equilibrium geometry from the Open Molecules 2025 dataset. Energies are from ωB97M-V with the def2-TZVPD basis set.

Geometry as XYZ:
```
20
Properties=species:S:1:pos:R:3:forces:R:3:mulliken_charge:R:1
C 0.143 -1.197 2.173 -1.7 -1.1 -0.4 -0.547
C -0.579 -0.090 -0.233 -1.5 -1.2 -0.5 0.566
H 0.447 -1.624 3.089 0.2 -0.5 0.9 0.428
H -2.020 0.066 -1.749 -0.1 0.2 -0.8 0.344
C 1.061 -0.558 1.428 0.7 0.7 -0.2 -0.779
C -0.201 1.221 -2.181 1.6 0.7 -1.2 -0.435
C 0.732 0.095 0.205 -1.3 -1.4 1.0 0.693
C -1.001 0.344 -1.533 0.4 0.5 2.3 -0.887
C 1.629 0.831 -0.534 -1.6 1.2 -1.8 -0.839
C -1.540 -0.855 0.538 -1.2 0.5 -1.0 -0.376
H -0.511 1.675 -3.156 0.5 -0.3 1.0 0.347
H 2.675 2.814 -1.859 -2.3 -1.9 -1.6 0.333
O -2.059 -2.209 2.476 -0.1 0.4 -0.2 -0.551
C -1.225 -1.444 1.714 1.9 0.9 0.2 0.523
H 2.574 0.917 -0.105 1.7 0.5 0.1 0.414
H -2.953 -2.112 2.112 0.3 -0.2 0.2 0.292
H 2.097 -0.521 1.775 -0.3 0.1 0.0 0.324
H -2.599 -0.886 0.134 1.3 -0.2 0.4 0.118
O 1.968 2.300 -2.438 1.4 1.4 1.7 -0.590
C 1.151 1.479 -1.668 0.1 -0.3 -0.2 0.622
```
Forces are in eV/Å.

Values from the calculation:
Molecular weight (g mol⁻¹): 160.2
SMILES: Oc1ccc2cc(O)ccc2c1
DFT total energy (Eh): -536.32296
HOMO-LUMO gap (eV): 8.59
Energy relative to the best compared isomer or geometry (same formula, charge and spin) (kcal/mol): 21.9


Here is a cluster of 3 separate species, C4H13NO2 in total from the Open Molecules 2025 dataset. Energies are from ωB97M-V with the def2-TZVPD basis set.

Geometry as XYZ:
```
20
Properties=species:S:1:pos:R:3:forces:R:3:mulliken_spin:R:1
H -1.062 -1.709 1.291 0.0 -0.1 0.1 -0.056
C 0.438 0.738 0.338 0.3 -0.3 0.0 0.687
N -1.816 0.936 -0.384 -0.4 0.3 -0.5 -0.030
H -1.355 -0.899 -1.302 -0.2 -0.1 -0.1 -0.193
H 0.817 1.107 -1.776 0.1 0.0 0.0 -0.109
H 3.363 -0.413 1.057 0.1 -0.2 0.1 -0.163
H 0.466 -0.167 0.951 -0.1 -0.1 0.1 0.084
H -1.248 1.314 1.588 0.1 0.1 0.1 -0.279
C -0.868 1.480 0.577 0.0 -0.1 0.1 0.105
H -1.752 -3.012 1.668 0.0 0.0 0.0 -0.479
H -0.738 2.556 0.434 0.0 0.1 0.0 -0.009
C -1.117 0.159 -1.413 0.3 -0.2 0.5 0.454
H 1.342 1.295 0.599 -0.1 0.2 0.0 0.042
H 0.887 -0.624 -1.331 0.3 0.1 0.1 -0.249
H -1.390 0.475 -2.417 0.0 0.1 -0.2 -0.020
O -1.715 -2.354 0.956 -0.1 0.1 -0.1 0.796
H -2.540 0.388 0.055 0.1 -0.2 0.2 -0.097
O 4.124 -0.761 0.569 -0.2 0.2 -0.1 0.338
H 3.770 -0.839 -0.325 0.1 -0.1 0.0 -0.063
C 0.394 0.330 -1.133 -0.6 0.2 -0.2 0.242
```
Forces are in eV/Å.

Values from the calculation:
Molecular weight (g mol⁻¹): 107.2
DFT total energy (Eh): -365.39106
HOMO-LUMO gap (alpha / beta) (eV): 3.09 / 8.96
Energy relative to the best compared isomer or geometry (same formula, charge and spin) (kcal/mol): 0.0
⟨S²⟩: 0.750
Total charge: -1
Multiplicity: 2


Here is a structure of composition C14H17NO2V in a non-equilibrium geometry from the Open Molecules 2025 dataset. Energies are from ωB97M-V with the def2-TZVPD basis set.

Geometry as XYZ:
```
35
Properties=species:S:1:pos:R:3:forces:R:3:mulliken_spin:R:1
H 1.611 -1.951 -3.685 -0.2 0.2 -0.1 0.003
C 0.246 1.848 -2.791 -0.4 0.3 0.2 -0.003
H 0.393 1.687 5.283 0.0 -0.3 -0.2 0.000
O 0.809 3.065 3.147 -0.1 -0.9 -1.2 0.009
C 1.457 1.097 -2.307 0.3 -0.1 0.1 0.033
V -0.302 0.049 0.300 2.0 1.1 3.3 2.834
H -1.083 0.383 -3.734 -0.1 0.1 0.6 0.004
C 0.526 2.044 2.502 0.2 1.5 0.7 -0.029
C -0.853 -1.068 -1.416 -1.1 0.5 -2.0 0.025
H -0.500 -2.566 4.934 0.1 0.5 -0.3 0.000
H 0.303 -2.740 -2.062 -0.3 0.3 -0.1 -0.014
H -1.332 -1.692 -0.621 0.5 0.5 -0.5 0.049
C -0.341 -1.571 4.500 0.1 0.5 0.5 0.010
H -2.030 0.631 -0.794 0.3 -0.3 -0.8 0.026
H 0.087 2.677 -2.084 0.0 -0.1 -0.3 0.006
H -1.544 -0.852 0.742 -1.1 0.0 0.8 -0.117
C -0.086 -0.447 5.330 -0.2 -0.5 -1.1 0.006
C -1.319 0.238 -1.571 -0.6 -1.3 -0.7 0.139
H 0.529 -0.738 -4.318 0.1 0.0 0.6 0.001
C 0.181 0.775 4.727 -0.2 0.1 -0.5 -0.003
C -0.406 -1.384 3.123 -0.1 -0.1 0.9 0.013
O 0.527 1.857 1.224 -0.4 -0.4 -0.2 -0.035
H 2.119 1.661 -1.636 -0.1 -0.2 -0.4 -0.004
H -1.896 1.742 -2.962 0.2 -0.2 0.0 0.004
H 2.731 -0.571 -2.250 -0.3 0.2 0.1 -0.004
C -1.070 1.027 -2.839 0.0 0.4 0.0 0.003
H -0.101 -0.544 6.404 0.1 0.0 0.1 0.001
N -0.224 -0.190 2.555 0.8 -0.3 0.2 -0.017
H -0.926 -2.248 -3.223 0.1 0.2 0.4 0.006
C 0.929 -1.148 -3.370 0.4 -0.3 -0.5 0.012
C -0.171 -1.852 -2.517 0.4 -0.3 0.0 -0.016
C 0.135 0.850 3.325 -0.3 -1.1 -0.2 0.056
H -0.603 -2.220 2.468 -0.2 0.0 -0.1 0.004
C 1.777 -0.167 -2.606 0.0 0.1 0.3 -0.002
H 0.430 2.316 -3.780 0.0 -0.3 0.4 0.001
```
Forces are in eV/Å.

Values from the calculation:
Molecular weight (g mol⁻¹): 282.2
DFT total energy (Eh): -1692.79769
HOMO-LUMO gap (alpha / beta) (eV): 7.92 / 8.95
Energy relative to the best compared isomer or geometry (same formula, charge and spin) (kcal/mol): 8.9
⟨S²⟩: 3.773
Multiplicity: 4


Here is a structure of composition C9H5IrN2O2S5SbSe4 in a non-equilibrium geometry from the Open Molecules 2025 dataset. Energies are from ωB97M-V with the def2-TZVPD basis set.

Geometry as XYZ:
```
29
Properties=species:S:1:pos:R:3:forces:R:3:mulliken_spin:R:1
C -0.055 4.077 0.823 0.1 -0.7 0.5 0.001
C -1.383 -1.993 1.265 1.7 0.8 -0.1 0.106
S -2.135 -1.271 2.634 -0.4 -0.4 0.2 -0.010
C 1.159 2.365 -0.225 0.2 0.2 0.0 -0.015
H 0.358 6.066 0.448 1.6 -1.5 -0.8 0.000
C 1.976 3.257 -0.883 -1.1 2.5 0.9 0.002
C -3.734 -1.276 1.979 -0.2 -0.1 0.0 -0.021
Se 1.899 -3.597 -1.853 -0.4 -0.1 0.1 0.385
H -0.518 1.963 1.157 1.2 1.0 -0.9 0.003
C 0.176 2.720 0.671 -1.7 -0.5 0.5 0.007
C 1.764 4.652 -0.673 0.5 0.0 -0.2 -0.001
Ir 0.668 -1.746 -1.208 0.2 1.8 1.0 1.222
H 2.675 2.849 -1.540 1.0 -0.2 -1.1 0.000
S -3.764 -1.770 0.300 -1.4 0.4 0.1 0.035
C 0.788 5.011 0.240 -2.3 1.9 0.2 0.002
Sb 0.677 -5.562 -0.823 1.5 -0.3 0.9 -0.086
O 2.423 -0.637 -1.286 0.8 -1.3 -0.2 0.021
H 2.253 5.503 -1.220 -0.1 -1.4 0.5 0.000
H -0.943 4.403 1.361 0.4 0.0 0.2 0.000
N 1.293 1.018 -0.620 0.8 -1.1 0.7 0.013
C -2.110 -2.050 0.085 0.1 -0.5 -0.1 0.156
N 2.468 0.569 -0.902 -2.2 0.4 0.0 -0.018
Se 1.990 -6.786 0.787 -0.4 0.4 -0.3 0.219
S 0.290 -2.206 1.387 0.1 -0.3 -0.8 0.590
Se -1.637 -5.741 -0.059 -0.5 0.3 0.4 1.047
S -1.544 -2.421 -1.485 0.6 -0.1 0.4 0.275
Se -0.194 -6.784 -2.683 -0.4 -0.6 -1.1 0.847
S -5.042 -0.865 2.838 -0.2 0.1 0.0 0.140
O 0.203 0.251 -0.515 0.5 -0.7 -0.8 0.081
```
Forces are in eV/Å.

Values from the calculation:
Molecular weight (g mol⁻¹): 963.3
DFT total energy (Eh): -12547.01127
HOMO-LUMO gap (alpha / beta) (eV): 6.58 / 4.92
⟨S²⟩: 8.800
Multiplicity: 6